[1]
A molecular structure, C25H15Cl5FeNOS4. Source: the OMol25 dataset; level of theory: wB97M-V/def2-TZVPD.

```
52
Properties=species:S:1:pos:R:3:forces:R:3:lowdin_charge:R:1
Fe 0.062658 0.035332 -0.075387 0.15 -1.83 -0.68 -0.06
S 1.465295 0.512533 -1.857642 0.02 0.05 0.00 0.74
C 2.676039 1.515064 -1.075038 -0.05 0.05 -0.12 -0.64
C 3.363068 2.498302 -1.792790 0.02 -0.02 -0.02 -0.10
C 4.310780 3.294491 -1.172456 -0.01 0.00 0.01 -0.08
C 4.598840 3.144304 0.180001 0.00 -0.01 0.00 -0.09
C 3.929408 2.175689 0.908963 0.02 -0.01 -0.02 -0.10
C 2.989059 1.375352 0.275972 0.02 0.04 0.03 -0.56
S 2.116725 0.135999 1.193746 -0.31 0.55 0.08 0.94
C 2.978557 -1.343486 0.608728 0.01 -0.06 0.03 -0.33
C 2.129486 -2.264410 -0.210979 -0.01 -0.06 0.07 -0.33
C 2.711796 -3.362665 -0.828646 -0.02 -0.03 0.05 -0.01
C 1.908039 -4.241790 -1.524025 0.00 -0.01 -0.02 -0.03
C 0.539665 -4.023371 -1.549000 0.02 -0.03 0.06 0.00
C 0.029289 -2.915820 -0.898669 0.04 -0.01 0.05 -0.32
C -1.432885 -2.631165 -0.847896 -0.08 -0.04 -0.01 -0.34
S -1.658103 -0.901552 -1.325412 0.01 0.38 -0.14 1.04
C -3.025565 -0.463955 -0.294335 -0.05 0.05 -0.04 -0.51
C -4.268509 -0.207474 -0.852955 0.01 -0.04 0.02 -0.10
C -5.321096 0.147063 -0.025050 0.00 0.00 0.02 -0.08
C -5.109967 0.239330 1.345953 -0.01 0.00 -0.02 -0.07
C -3.860082 -0.001684 1.893890 0.03 -0.03 0.02 -0.10
C -2.785768 -0.345900 1.074900 0.02 -0.03 0.03 -0.63
S -1.169455 -0.605187 1.716472 -0.09 0.30 0.07 0.70
N 0.820599 -2.028768 -0.270441 0.07 0.35 -0.16 0.02
H 3.126290 2.641996 -2.838959 0.00 0.00 0.00 0.10
H 4.820200 4.056443 -1.748562 0.00 0.00 0.00 0.11
H 5.326884 3.782153 0.662013 0.00 0.00 0.00 0.10
H 4.122473 2.042091 1.965796 -0.01 0.01 0.00 0.11
H 3.311412 -1.882876 1.498002 0.03 -0.01 -0.02 0.10
H 3.863604 -1.026882 0.059821 -0.03 0.02 -0.03 0.11
H 3.781812 -3.506698 -0.767706 0.00 0.00 0.01 0.12
H 2.338123 -5.091537 -2.037376 0.00 0.00 0.00 0.12
H -0.128759 -4.697023 -2.065971 -0.01 0.01 0.00 0.12
H -1.782073 -2.727026 0.181207 0.00 -0.03 0.00 0.08
H -2.002207 -3.287280 -1.502353 0.02 0.01 -0.02 0.10
H -4.400351 -0.273293 -1.925022 0.00 0.01 0.00 0.11
H -6.294095 0.360565 -0.445791 0.00 0.00 0.00 0.10
H -5.927187 0.523235 1.996631 0.00 0.00 0.00 0.11
H -3.697053 0.102399 2.958733 -0.01 0.00 0.00 0.11
Cl -2.181633 7.175174 0.309208 0.00 -0.02 -0.01 0.66
C -1.816266 5.511991 0.039225 0.00 0.03 0.01 -0.72
C -0.979754 4.821810 0.907257 0.02 0.00 0.04 -0.70
Cl -0.304385 5.628784 2.272897 -0.02 -0.02 -0.03 0.68
C -0.684510 3.481405 0.685336 -0.03 -0.04 0.05 -0.57
Cl 0.308837 2.611983 1.792936 0.03 0.26 0.16 0.74
C -1.203620 2.776607 -0.410660 0.08 -0.03 -0.16 -0.43
O -0.966086 1.532827 -0.693995 0.12 0.24 0.75 -0.35
C -2.058366 3.500956 -1.271333 -0.02 -0.01 -0.05 -0.59
Cl -2.720390 2.652808 -2.621647 0.03 0.03 0.03 0.73
C -2.358243 4.834630 -1.053559 -0.02 0.00 -0.03 -0.70
Cl -3.403734 5.667029 -2.140431 0.01 0.00 0.01 0.68
```
Forces are in eV/Å.

Results
* relative energy (zero: lowest compared OMol25 entry of this formula, charge and spin): 11.7 kcal/mol
* frontier orbital gap (alpha / beta): 6.784 / 6.963 eV
* multiplicity: 2
* E_LUMO (alpha / beta): -0.719 / -0.519 eV



[2]
A molecular structure, C24H28AsClIPd. Source: the OMol25 dataset; level of theory: wB97M-V/def2-TZVPD.

```
56
Properties=species:S:1:pos:R:3:forces:R:3:lowdin_charge:R:1
Pd -1.446249 -1.232874 -0.928257 -0.82 1.37 -1.51 0.56
I -4.898684 0.000395 -1.810397 0.05 0.15 0.08 0.49
C -2.874335 0.378859 -1.085095 -0.36 -1.08 0.35 -0.82
H -3.036023 0.793276 -0.080667 -0.13 0.00 -0.26 -0.09
H -2.512130 1.170906 -1.749521 -0.07 -0.32 0.06 -0.09
Cl 0.716871 -7.148100 0.582294 0.04 -0.05 0.03 0.61
C -0.285941 -5.932710 -0.167403 -0.03 0.12 -0.23 -0.68
C -0.253492 -5.769350 -1.545742 0.21 -0.37 0.55 -0.13
C -1.037066 -4.806449 -2.136147 -0.72 0.84 0.26 -0.06
C -1.882754 -3.965515 -1.369259 0.97 -1.72 0.76 -0.37
C -2.652737 -2.913943 -1.923386 0.22 2.68 0.64 -0.13
C -1.903562 -4.190463 0.037331 -0.27 0.22 -0.71 -0.07
C -1.111312 -5.141765 0.627605 0.18 -0.29 0.04 -0.13
H 0.384843 -6.401462 -2.144985 0.07 -0.04 -0.02 0.10
H -1.007603 -4.680288 -3.209550 0.01 0.05 -0.07 0.11
H -3.587490 -2.688956 -1.407860 0.07 -0.08 -0.31 -0.01
H -2.675467 -2.784274 -3.006130 0.01 -0.03 0.26 0.06
H -2.548831 -3.559548 0.647727 0.15 -0.09 -0.10 0.11
H -1.119655 -5.281599 1.700776 0.00 -0.02 -0.01 0.10
C 0.593131 -1.845294 -1.442715 -1.16 -1.36 0.13 -0.23
C 1.818317 -1.172845 -1.198142 0.49 0.16 0.14 -0.38
C 2.380437 -0.261372 -2.124439 -0.21 -0.22 0.13 -0.10
C 3.622593 0.293400 -1.919624 0.17 0.05 0.04 -0.14
C 4.353899 0.000291 -0.775202 0.27 0.12 0.07 -0.15
C 3.814528 -0.875308 0.161934 0.22 0.21 0.07 -0.13
C 2.577893 -1.442981 -0.035305 -0.20 0.06 -0.18 -0.09
H 0.421669 -2.719631 -0.798499 0.56 -0.18 -0.56 0.03
H 0.329011 -1.975368 -2.497431 0.21 -0.20 0.18 0.04
H 1.818798 -0.018471 -3.017574 -0.05 -0.03 -0.06 0.10
H 4.040194 0.961927 -2.661797 0.00 0.09 -0.04 0.09
H 5.322607 0.457208 -0.613970 0.02 -0.05 0.00 0.08
H 4.378949 -1.121672 1.053049 0.03 0.00 0.06 0.09
H 2.185310 -2.149033 0.687561 -0.03 -0.04 0.01 0.10
C 1.685017 2.396084 0.129161 -0.04 -0.06 -0.04 -0.30
As -0.012826 1.506300 -0.333202 0.08 0.53 0.28 1.17
C -0.205361 0.474890 1.330003 -0.17 -0.17 0.11 -0.32
C -1.180538 3.124182 0.060472 -0.02 -0.41 -0.26 -0.33
C -0.871038 3.924355 1.265104 0.04 0.19 0.11 -0.32
C -0.077065 5.065212 1.158867 -0.05 -0.08 -0.06 -0.07
C 0.186075 5.859888 2.256773 0.10 0.12 0.02 -0.10
C -0.351066 5.541316 3.493226 0.00 0.08 0.08 -0.11
C -1.144009 4.411535 3.616031 0.05 0.03 0.15 -0.10
C -1.391581 3.606412 2.518580 -0.07 -0.08 -0.07 -0.06
H 1.616939 2.959601 1.056198 -0.12 0.00 0.13 0.02
H 1.977846 3.078165 -0.668209 -0.04 -0.01 -0.09 0.02
H 2.462931 1.647806 0.230072 0.09 -0.20 -0.06 0.00
H -0.237193 1.094169 2.229922 -0.03 0.02 -0.08 0.01
H 0.654089 -0.195517 1.393141 0.00 0.08 -0.06 0.01
H -1.110981 -0.154877 1.273750 0.19 0.24 0.10 0.00
H -2.215688 2.784877 0.096791 0.06 -0.09 -0.13 0.05
H -1.062956 3.748924 -0.830605 -0.06 -0.13 0.02 0.07
H 0.314396 5.336444 0.186489 0.07 0.00 -0.02 0.11
H 0.808567 6.735827 2.137740 0.02 0.09 0.04 0.10
H -0.168854 6.179959 4.346928 0.03 -0.01 0.05 0.09
H -1.578281 4.162985 4.575134 -0.02 -0.04 0.04 0.10
H -2.024142 2.734470 2.628453 -0.03 -0.04 -0.04 0.11
```
Forces are in eV/Å.

Results
* frontier orbital gap: 5.487 eV
* E_LUMO: 2.329 eV
* total charge: -1



[3]
A single C5H6O2 molecule. Source: the OMol25 dataset; level of theory: wB97M-V/def2-TZVPD.

```
13
Properties=species:S:1:pos:R:3:forces:R:3:lowdin_charge:R:1
O -1.796548 -1.523609 -2.100370 0.18 0.04 -0.19 -0.06
C -1.441780 -1.820850 -0.766293 0.02 -0.05 0.36 -0.28
C -0.692997 -0.726735 -0.123230 0.28 0.36 0.13 0.02
C -0.052561 0.188589 0.331727 -0.30 -0.39 -0.14 0.05
C 0.659611 1.307500 0.920030 -0.19 -0.09 0.10 -0.30
C 2.103577 1.239767 1.187645 0.15 -0.15 0.23 -0.12
O 1.601318 1.979874 0.092478 0.02 0.13 -0.18 -0.03
H -0.994651 -1.239657 -2.557581 -0.17 -0.02 0.00 0.09
H -0.854239 -2.750005 -0.700644 -0.10 0.18 -0.03 0.12
H -2.381698 -1.988148 -0.229924 0.17 0.02 -0.06 0.12
H 0.048778 1.966693 1.537428 0.13 -0.09 -0.11 0.14
H 2.644670 0.329029 0.931936 -0.12 0.16 0.02 0.12
H 2.517327 1.830797 2.004695 -0.07 -0.09 -0.14 0.11
```
Forces are in eV/Å.

Results
* relative energy (zero: lowest compared OMol25 entry of this formula, charge and spin): 77.6 kcal/mol
* SMILES: OCC#C[C@H]1CO1
* frontier orbital gap: 10.730 eV
* E_LUMO: 0.849 eV



[4]
2 unconnected molecules or ions with the total composition C5H12O. Source: the OMol25 dataset; level of theory: wB97M-V/def2-TZVPD.

```
18
Properties=species:S:1:pos:R:3:forces:R:3:lowdin_charge:R:1
C -0.798972 1.332773 0.855788 -0.36 -0.40 0.49 0.05
C 0.232591 0.604830 0.472025 1.35 0.92 -0.95 -0.41
C 1.517118 0.502616 1.245126 -0.06 -1.71 -0.03 -0.07
C 0.421349 0.218714 -0.977424 -0.41 0.25 -1.66 -0.23
C -0.850016 -0.234134 -1.761212 0.32 1.21 0.92 -0.09
H -0.876430 1.620455 1.895929 -0.12 0.32 -0.08 0.07
H -1.576485 1.599385 0.157278 -0.32 -0.09 0.13 0.07
H 2.274260 1.158893 0.822236 -0.07 0.34 0.15 0.09
H 1.913520 -0.508375 1.085738 0.08 0.04 -0.01 0.08
H 1.436251 0.569131 2.320789 -0.17 0.59 0.22 0.08
H 0.761722 1.100473 -1.537086 0.09 0.19 0.33 0.12
H 1.254165 -0.456012 -1.175873 -0.12 -0.46 0.60 0.10
H -1.420856 0.660638 -2.013448 -0.16 0.03 0.11 0.07
H -1.488663 -0.805328 -1.090294 -0.15 -0.50 -0.56 0.06
H -0.620361 -0.670914 -2.725172 0.07 -0.60 0.14 0.07
O -0.901530 -2.236186 1.132527 -0.27 -0.12 0.56 -0.04
H -0.415219 -2.971395 0.758209 0.10 0.09 -0.30 0.04
H -0.862444 -1.485563 0.534863 0.20 -0.10 -0.05 -0.02
```
Forces are in eV/Å.

Results
* relative energy (zero: lowest compared OMol25 entry of this formula, charge and spin): 27.0 kcal/mol
* SMILES: C=C(C)CC.O
* frontier orbital gap: 10.290 eV
* E_LUMO: 0.831 eV



[5]
2 unconnected molecules or ions with the total composition C4H12. Source: the OMol25 dataset; level of theory: wB97M-V/def2-TZVPD.

```
16
Properties=species:S:1:pos:R:3:forces:R:3:lowdin_charge:R:1
C 1.834421 0.859420 0.889758 -2.52 -1.70 0.40 -0.22
C 1.364049 1.940951 -0.061083 1.55 -0.78 -2.71 -0.18
H 2.871182 0.787488 0.831018 1.89 0.36 1.11 0.04
H 1.299657 0.912837 1.854977 1.10 0.61 0.12 0.07
H 1.570113 -0.188138 0.696626 -0.34 0.13 -1.04 0.04
H 2.291710 2.086317 -0.795719 -2.13 -0.06 1.18 0.09
H 1.389272 2.847955 0.579666 -1.12 -0.15 -1.11 0.06
H 0.475093 1.578792 -0.775590 1.55 1.58 2.05 0.10
C -1.186712 -1.963396 -0.307172 3.90 2.37 -1.79 -0.19
C -2.197509 -0.803764 -0.370374 1.69 0.42 -0.09 -0.20
H -1.624768 -2.961041 -0.475113 0.54 0.35 1.10 0.05
H -0.450129 -1.800959 -1.310060 -1.92 -0.72 2.48 0.11
H -0.408392 -1.638810 0.521732 -1.62 -1.93 -1.22 0.08
H -3.055449 -1.257472 -0.750021 -1.93 -0.04 -0.61 0.03
H -1.781063 -0.100193 -1.128688 -0.76 -0.06 0.82 0.06
H -2.391475 -0.299987 0.600044 0.11 -0.38 -0.69 0.07
```
Forces are in eV/Å.

Results
* relative energy (zero: lowest compared OMol25 entry of this formula, charge and spin): 46.7 kcal/mol
* SMILES: CC.CC
* frontier orbital gap: 12.068 eV
* E_LUMO: 1.076 eV



[6]
A molecular structure, C4H4Br12. Source: the OMol25 dataset; level of theory: wB97M-V/def2-TZVPD.

```
20
Properties=species:S:1:pos:R:3:forces:R:3:lowdin_charge:R:1
C 0.810927 -0.776503 0.271887 0.66 0.81 -0.88 -1.54
Br -0.146759 -2.355727 0.906197 0.38 0.78 0.18 0.78
Br 0.135552 -0.126167 -1.453974 0.13 -0.87 0.92 0.66
Br 2.747192 -1.027173 0.173769 -0.91 -0.07 0.25 0.63
H 0.613828 0.041249 0.965086 -0.02 -0.40 -0.09 -0.06
C 0.402478 2.390058 -3.779813 0.40 -0.65 -1.12 -1.56
Br 0.443087 2.790466 -5.729089 0.04 0.29 1.08 0.56
Br -0.873864 3.419190 -2.759181 0.96 0.08 -0.37 0.57
Br 2.298593 2.206071 -3.099046 -1.63 0.42 -0.32 0.51
H -0.030389 1.392742 -3.857764 0.41 0.11 0.51 -0.09
C 2.431539 -1.068429 4.471961 0.96 -0.37 0.87 -1.46
Br 2.696927 -3.018502 4.729289 -0.32 1.61 -0.16 0.63
Br 2.677632 0.027572 6.168096 -0.49 -1.10 -1.80 0.64
Br 0.729684 -0.657919 3.672204 -0.65 -0.30 0.22 0.80
H 3.108247 -0.700357 3.700804 0.29 -0.21 0.57 -0.03
C -3.490396 -0.580853 -0.907967 -0.76 0.70 0.38 -1.46
Br -4.171990 -1.281447 0.856486 0.35 0.73 -1.28 0.50
Br -3.124057 1.462893 -0.874461 -0.39 -2.38 0.26 0.43
Br -4.675172 -0.965552 -2.420565 0.60 0.14 0.98 0.58
H -2.583059 -1.171612 -1.033919 -0.04 0.69 -0.20 -0.10
```
Forces are in eV/Å.

Results
* relative energy (zero: lowest compared OMol25 entry of this formula, charge and spin): 11.2 kcal/mol
* frontier orbital gap (alpha / beta): 8.032 / 2.725 eV
* multiplicity: 2
* E_LUMO (alpha / beta): -4.509 / -9.794 eV
* total charge: +1



- What is the formula in the sixth record?
  C4H4Br12